(1)
Computed, not measured: a structure of composition C17H20Cl5N8O7S4Ta, with ωB97M-V/def2-TZVPD.

```
62
Properties=species:S:1:pos:R:3:forces:R:3
Ta -1.277 0.020 -0.036 0.0 -0.6 0.0
Cl 5.485 1.765 3.095 0.0 0.0 0.0
C 3.967 1.281 2.443 0.0 0.0 0.0
C 3.789 1.214 1.065 0.0 0.0 0.0
Cl 5.077 1.627 0.008 0.0 0.0 0.0
C 2.577 0.781 0.536 0.0 0.0 0.0
Cl 2.354 0.643 -1.160 0.0 0.0 0.0
C 1.533 0.425 1.387 0.0 0.1 0.1
O 0.375 -0.012 0.907 0.0 0.2 0.3
C 1.710 0.509 2.769 0.0 0.0 0.0
Cl 0.396 0.059 3.776 0.0 0.0 0.0
C 2.925 0.922 3.296 0.0 0.0 0.0
Cl 3.149 0.952 5.000 0.0 0.0 0.0
N -1.473 3.208 -2.481 0.0 0.0 0.0
N -1.758 4.085 -1.444 0.1 0.1 0.0
C -1.209 3.949 -0.234 -0.1 0.1 0.1
N -1.481 4.931 0.648 0.0 -0.1 0.0
S -0.168 2.700 0.208 0.2 0.0 0.0
H -1.143 3.713 -3.291 0.0 0.0 0.0
H -2.290 2.654 -2.698 0.0 0.0 0.0
H -2.451 4.807 -1.584 0.0 0.0 0.0
H -2.292 5.512 0.503 0.0 0.0 0.0
H -1.273 4.713 1.608 0.0 0.0 0.0
N -5.077 0.093 -2.756 0.0 0.0 0.0
N -4.579 -1.100 -2.131 0.0 0.0 0.0
H -6.076 0.192 -2.598 0.0 0.0 0.0
H -4.641 0.860 -2.259 0.0 0.0 0.0
H -4.828 -1.881 -2.722 0.0 0.0 0.0
H -5.004 -1.230 -1.218 0.0 0.0 0.0
N 4.906 -1.942 3.343 0.0 0.0 0.0
C 3.999 -2.192 2.335 0.0 0.0 0.0
C 2.697 -2.611 2.640 0.0 0.0 0.0
C 1.797 -2.884 1.632 0.0 0.0 0.0
C 2.178 -2.729 0.303 0.0 0.0 0.0
C 3.472 -2.340 -0.016 0.0 0.0 0.0
C 4.378 -2.077 0.993 0.0 0.0 0.0
S 1.035 -3.103 -0.964 -0.1 -0.1 0.1
O 0.220 -4.190 -0.504 0.0 0.0 0.0
O 1.736 -3.213 -2.218 0.0 0.0 0.0
N 0.073 -1.776 -1.065 0.2 0.1 0.0
C -0.338 -1.318 -2.221 0.0 0.0 0.0
S -0.049 -1.765 -3.865 0.0 0.0 0.0
C -1.264 -0.600 -4.353 0.0 0.0 0.0
C -1.782 0.053 -3.310 0.0 0.0 0.0
N -1.219 -0.301 -2.091 0.0 0.0 -0.5
H 4.526 -1.740 4.254 0.0 0.0 0.0
H 5.702 -1.372 3.107 0.0 0.0 0.0
H 2.400 -2.720 3.676 0.0 0.0 0.0
H 0.798 -3.227 1.869 0.0 0.0 0.0
H 3.762 -2.251 -1.055 0.0 0.0 0.0
H 5.389 -1.774 0.747 0.0 0.0 0.0
H -1.553 -0.509 -5.386 0.0 0.0 0.0
H -2.616 0.730 -3.338 0.0 0.0 0.0
O -2.500 0.782 1.395 0.1 0.0 0.1
S -3.602 1.424 0.503 0.0 0.0 0.3
O -4.822 0.685 0.579 0.0 0.0 0.0
O -2.858 1.102 -0.818 -0.1 0.1 -0.3
O -3.673 2.836 0.718 0.0 0.0 0.0
C -2.181 -1.839 0.550 -0.2 0.2 0.0
H -3.147 -1.708 1.037 0.0 0.0 0.0
H -1.497 -2.361 1.226 0.0 0.0 0.0
H -2.288 -2.461 -0.341 0.0 0.0 0.0
```
Positions in Å, forces in eV/Å.

Calculated values
Relative energy (zero: lowest compared OMol25 entry of this formula, charge and spin), kcal/mol: 0.0
Charge: 0
Spin multiplicity: 1
LUMO level, eV: -0.559
Orbital gap, Ha: 0.2865

=====

(2)
Computed, not measured: the ion C17H20F2NO with charge +1 at a distorted geometry, with ωB97M-V/def2-TZVPD.

```
41
Properties=species:S:1:pos:R:3:forces:R:3
C -0.384 -1.608 -3.288 0.0 0.1 -0.1
C 0.159 -2.557 -2.220 0.1 -0.2 0.1
C 0.799 -1.856 -1.020 0.0 0.4 0.1
C 1.268 -2.851 0.020 0.4 -0.6 0.7
O 1.273 -2.240 1.314 0.3 -0.4 0.0
N -0.279 -0.977 -0.397 -0.1 -1.3 -1.7
C -0.156 -0.066 0.738 0.2 1.4 2.0
C -1.489 0.680 0.766 -0.1 -0.1 -0.7
C -2.595 0.037 1.327 -0.1 0.2 0.1
C -3.824 0.699 1.384 0.1 0.2 -0.1
C -3.946 2.016 0.919 0.2 -0.4 0.0
C -2.856 2.578 0.269 0.2 0.8 -0.5
F -2.957 3.856 -0.234 0.0 -1.4 0.5
C -1.645 1.904 0.098 -0.5 0.0 0.5
C 1.084 0.844 0.771 0.3 0.1 0.6
C 2.385 0.382 0.523 0.2 0.1 -0.3
C 3.484 1.248 0.578 -0.2 0.1 0.2
C 3.328 2.573 1.007 -0.2 -0.3 -0.3
C 2.051 2.986 1.357 -0.1 0.5 0.5
F 1.858 4.269 1.815 0.2 -1.4 -0.4
C 0.948 2.143 1.295 0.0 0.1 -0.2
H -0.684 -2.180 -4.170 0.0 0.1 0.1
H -1.280 -1.052 -2.970 0.2 -0.2 -0.1
H 0.378 -0.882 -3.601 -0.2 -0.2 0.0
H -0.631 -3.222 -1.841 0.1 0.1 -0.2
H 0.924 -3.219 -2.653 -0.2 0.2 0.1
H 1.594 -1.182 -1.350 -0.2 -0.1 0.1
H 0.573 -3.702 0.054 0.2 0.0 -0.2
H 2.278 -3.212 -0.248 -0.5 0.0 0.0
H 1.805 -2.740 1.953 -0.2 0.0 -0.4
H -0.662 -0.442 -1.181 -0.1 0.0 0.0
H -1.018 -1.635 -0.126 -0.1 0.2 -0.2
H -0.118 -0.720 1.620 0.0 0.4 -0.3
H -2.486 -0.980 1.730 -0.1 0.5 0.0
H -4.691 0.185 1.798 0.2 0.2 0.0
H -4.863 2.591 1.047 0.2 -0.2 -0.1
H -0.827 2.368 -0.450 -0.3 0.0 0.2
H 2.567 -0.678 0.347 0.0 0.6 -0.1
H 4.476 0.874 0.295 -0.5 0.2 0.3
H 4.170 3.254 1.070 -0.2 0.0 0.0
H -0.012 2.513 1.653 0.5 0.0 -0.1
```
Positions in Å, forces in eV/Å.

Calculated values
Structure (SMILES): CC[C@H](CO)[NH2+]C(c1cccc(F)c1)c1cccc(F)c1
Charge: +1
Spin multiplicity: 1
LUMO level, eV: -2.713
Orbital gap, Ha: 0.3515

=====

(3)
Computed, not measured: a structure of composition C17H20FNO2S at a distorted geometry, with ωB97M-V/def2-TZVPD.

```
42
Properties=species:S:1:pos:R:3:forces:R:3
C -2.406 2.625 0.485 1.9 -1.3 -1.4
C -1.443 3.166 1.380 -1.1 9.4 -1.2
H -0.642 3.840 0.853 -1.6 -0.8 0.7
H -2.010 3.846 2.162 1.0 -0.8 -1.6
C -0.782 2.311 2.110 8.9 -6.2 11.3
N 0.204 1.535 1.415 -2.2 -1.7 -2.7
C 1.507 1.492 1.684 3.0 -0.2 -6.3
O 2.231 2.176 2.331 -0.1 0.9 3.3
C 2.391 0.878 0.417 -6.0 -1.0 1.4
C 3.657 0.531 0.298 4.9 2.2 3.9
C 4.074 -0.197 -0.796 -14.6 2.7 1.4
C 2.725 -0.265 -1.372 -1.3 -3.3 -1.5
O 1.515 0.260 -0.668 8.1 0.2 0.9
C 2.239 -1.197 -2.534 -8.1 0.4 7.3
H 1.106 -0.810 -2.869 2.9 -0.8 1.0
H 2.762 -0.994 -3.266 5.4 1.1 -7.5
S 2.089 -3.018 -2.265 2.4 0.2 -1.0
C 1.107 -3.165 -0.744 3.9 -2.3 -1.7
C -0.106 -2.633 -1.194 -1.3 5.0 11.8
C -0.856 -2.993 -2.119 -7.4 1.8 -5.6
C -2.156 -2.304 -2.479 3.7 -1.7 5.0
C -2.646 -1.543 -1.354 -8.6 -2.2 -12.8
C -1.934 -1.231 -0.357 3.1 1.2 6.4
C -0.736 -1.783 0.007 -1.5 -2.6 -7.9
H -0.078 -1.302 0.550 3.0 1.9 3.5
H -2.479 -0.576 0.252 -0.1 1.2 1.5
H -3.911 -1.117 -1.751 4.0 -0.9 2.0
F -2.666 -2.754 -3.616 -1.0 0.9 0.4
H -0.502 -3.618 -2.812 1.2 -2.5 -2.8
H 1.079 -4.290 -0.627 0.2 1.2 0.4
H 1.755 -2.648 -0.029 -1.0 -0.2 0.5
H 4.769 -0.474 -1.328 7.7 -2.8 -4.5
H 4.501 0.858 0.994 -1.9 -0.1 -0.3
H -0.238 1.075 0.553 1.9 0.4 1.6
C -1.541 1.248 3.026 2.7 -2.1 -1.0
H -0.652 0.501 3.598 -2.7 2.2 -2.0
H -2.048 0.694 2.170 0.0 -0.2 2.0
H -2.147 1.576 3.859 -0.5 0.4 -0.3
H 0.093 2.732 2.972 -2.9 0.1 -2.2
H -3.028 2.124 1.074 -3.2 -2.4 2.0
H -1.974 1.961 -0.225 0.0 -0.2 -1.2
H -2.823 3.482 0.212 -2.5 2.9 -2.8
```
Positions in Å, forces in eV/Å.

Calculated values
Relative energy (zero: lowest compared OMol25 entry of this formula, charge and spin), kcal/mol: 329.5
Charge: 0
Spin multiplicity: 1
LUMO level, eV: 0.401
Orbital gap, Ha: 0.3246

=====

(4)
Computed, not measured: an isolated molecule of C17H20FNO5, with ωB97M-V/def2-TZVPD.

```
44
Properties=species:S:1:pos:R:3:forces:R:3
C 4.494 3.459 -0.658 0.1 -0.4 0.2
C 5.342 2.379 -0.003 0.2 0.3 -0.4
O 4.526 1.358 0.579 -0.1 0.1 0.3
C 4.073 0.402 -0.234 -0.1 -0.5 0.2
O 4.342 0.319 -1.403 0.0 0.1 -0.2
C 3.163 -0.549 0.527 0.2 0.1 -0.2
C 1.844 0.189 0.811 0.0 -0.2 0.2
C 0.741 -0.798 1.171 -0.1 0.4 0.4
N 0.480 -1.692 0.054 0.3 0.1 -0.2
C -0.597 -2.485 -0.086 -0.4 0.0 0.3
O -0.751 -3.222 -1.042 -0.3 -0.3 -0.2
C -1.676 -2.451 1.015 0.4 -0.1 0.1
O -2.846 -1.810 0.517 -0.2 -0.2 -0.2
C -2.998 -0.507 0.747 0.2 0.3 0.3
O -2.226 0.160 1.399 -0.2 -0.1 -0.1
C -4.237 0.031 0.133 -0.3 0.1 -0.2
C -5.016 -0.731 -0.733 0.2 0.0 0.1
C -6.160 -0.188 -1.290 0.0 0.0 0.0
C -6.539 1.111 -0.992 0.1 0.1 0.1
C -5.750 1.855 -0.131 0.1 -0.2 0.0
F -6.115 3.118 0.159 0.0 -0.1 0.0
C -4.602 1.340 0.437 0.0 0.0 0.0
C 1.534 -1.793 -0.944 0.2 -0.3 -0.3
C 2.898 -1.835 -0.270 0.0 0.1 -0.1
H 3.794 3.877 0.061 0.0 0.1 0.0
H 5.137 4.251 -1.030 0.1 0.1 -0.1
H 3.936 3.039 -1.492 0.0 0.0 -0.1
H 6.009 1.921 -0.740 0.0 0.1 0.2
H 5.924 2.783 0.827 0.0 -0.1 -0.1
H 3.652 -0.780 1.476 0.0 0.0 0.0
H 1.539 0.762 -0.066 0.0 0.1 0.0
H 1.982 0.890 1.634 -0.1 0.0 0.0
H 1.049 -1.378 2.051 0.0 0.1 0.0
H -0.163 -0.234 1.415 0.2 -0.2 0.0
H -1.347 -1.970 1.937 -0.1 -0.1 -0.1
H -1.974 -3.485 1.205 0.1 0.2 0.0
H -4.716 -1.740 -0.967 0.0 -0.1 0.0
H -6.764 -0.778 -1.963 0.0 0.0 -0.1
H -7.428 1.551 -1.416 -0.1 0.1 0.0
H -3.996 1.932 1.104 0.0 0.1 0.0
H 1.352 -2.707 -1.512 0.0 0.2 0.0
H 1.483 -0.947 -1.638 0.0 -0.1 0.0
H 3.663 -1.948 -1.039 0.0 -0.1 0.1
H 2.943 -2.701 0.391 0.0 0.0 0.0
```
Positions in Å, forces in eV/Å.

Calculated values
Structure (SMILES): CCOC(=O)C1CCN(C(=O)COC(=O)c2cccc(F)c2)CC1
Relative energy (zero: lowest compared OMol25 entry of this formula, charge and spin), kcal/mol: 0.0
Charge: 0
Spin multiplicity: 1
LUMO level, eV: 0.235
Orbital gap, Ha: 0.3477

=====

(5)
Computed, not measured: an isolated molecule of C17H20N2O3, with ωB97M-V/def2-TZVPD.

```
42
Properties=species:S:1:pos:R:3:forces:R:3
C -1.379 -3.837 1.632 0.1 -0.1 0.0
C -1.735 -2.703 0.744 0.6 0.2 0.0
C -0.935 -1.628 0.356 -0.5 -0.4 0.0
C 0.418 -1.430 0.798 0.0 -0.4 0.4
O 0.889 -1.910 1.826 -0.1 0.2 -0.3
C 1.356 -0.605 -0.090 0.6 0.1 0.2
O 1.237 -0.490 -1.293 -0.1 0.0 -0.1
N 2.357 -0.075 0.637 0.0 0.0 0.4
C 3.426 0.705 0.062 0.0 0.3 -0.6
C 2.918 2.072 -0.440 -0.3 -0.4 0.1
C 2.211 2.876 0.670 0.1 0.0 -0.2
C 2.868 4.254 0.584 0.2 -0.1 -0.2
C 4.246 3.894 0.030 0.0 0.3 0.2
O 4.008 2.858 -0.898 0.1 -0.1 -0.2
C -1.732 -0.824 -0.535 -0.4 -0.2 0.0
C -1.555 0.394 -1.185 -0.1 0.0 -0.1
C -2.588 0.893 -1.950 0.1 0.1 0.0
C -3.800 0.215 -2.073 -0.1 -0.1 0.0
C -4.014 -0.980 -1.419 -0.1 -0.1 0.0
C -2.977 -1.482 -0.646 0.3 0.6 -0.2
N -2.940 -2.619 0.131 0.2 0.1 0.1
C -4.024 -3.555 0.229 -0.3 -0.2 -0.1
H -1.511 -4.790 1.120 -0.1 -0.1 0.0
H -0.343 -3.734 1.941 -0.1 0.0 0.0
H -2.001 -3.833 2.527 0.0 0.0 0.1
H 2.391 -0.347 1.610 0.0 0.0 -0.2
H 3.856 0.172 -0.791 0.0 0.0 0.1
H 4.200 0.857 0.816 0.0 0.0 0.0
H 2.261 1.897 -1.298 0.1 0.0 0.1
H 1.135 2.915 0.520 0.0 0.0 0.1
H 2.408 2.423 1.643 -0.1 0.0 0.0
H 2.921 4.764 1.543 0.0 0.1 0.0
H 2.338 4.886 -0.129 0.0 0.1 0.0
H 4.736 4.710 -0.504 0.0 0.0 0.1
H 4.908 3.547 0.838 0.0 0.1 0.0
H -0.624 0.930 -1.113 0.1 0.0 0.0
H -2.459 1.832 -2.468 0.0 0.1 0.0
H -4.584 0.635 -2.686 -0.1 0.0 0.0
H -4.956 -1.500 -1.505 -0.1 0.0 0.0
H -4.118 -4.135 -0.693 0.0 0.0 0.1
H -3.857 -4.236 1.060 0.0 0.0 0.0
H -4.959 -3.018 0.398 0.0 0.0 0.0
```
Positions in Å, forces in eV/Å.

Calculated values
Structure (SMILES): Cc1c(C(=O)C(=O)NC[C@H]2CCCO2)c2ccccc2n1C
Relative energy (zero: lowest compared OMol25 entry of this formula, charge and spin), kcal/mol: 28.9
Charge: 0
Spin multiplicity: 1
LUMO level, eV: 0.331
Orbital gap, Ha: 0.3089